Version 1
# C21H18BCl3F2N6S2Tl

C21H18BCl3F2N6S2Tl as an isolated structure (wB97M-V/def2-TZVPD, the OMol25 dataset).

Output
frontier orbital gap (spin up / spin down) = 5.81 / 6.01 eV
charge = -1
HOMO (spin up / spin down) = -3.782 / -4.560 eV

Geometry as XYZ:
```
54
Properties=species:S:1:pos:R:3:lowdin_charge:R:1
Tl 0.013 -0.183 -0.939 0.67
C -1.796 2.825 1.737 -0.04
N -0.347 2.878 1.780 -0.12
C 0.412 2.884 2.926 -0.08
C 1.702 2.859 2.527 -0.07
N 1.741 2.837 1.149 0.01
B 3.141 2.920 0.427 -0.45
N 3.100 2.377 -1.032 -0.02
C 3.148 3.180 -2.146 -0.09
C 3.109 2.398 -3.244 -0.06
N 3.036 1.097 -2.791 -0.13
C 2.948 -0.087 -3.616 -0.05
C 3.029 1.099 -1.434 -0.79
S 2.882 -0.313 -0.481 0.56
C 0.475 2.816 0.702 -0.74
S -0.103 2.741 -0.917 0.56
H -2.171 3.011 2.740 0.09
H -2.127 1.838 1.419 0.07
H -2.170 3.569 1.037 0.08
H -0.038 2.844 3.904 0.07
H 2.609 2.839 3.104 0.12
H 3.905 2.258 1.082 0.07
H 3.471 4.084 0.346 0.07
H 3.195 4.249 -2.051 0.12
H 3.102 2.641 -4.292 0.11
H 3.283 0.163 -4.621 0.09
H 1.922 -0.457 -3.654 0.07
H 3.575 -0.869 -3.195 0.07
F -5.485 0.923 -1.013 0.05
C -4.561 -0.057 -0.913 -0.28
C -3.220 0.247 -1.045 -0.08
C -2.287 -0.770 -0.937 -0.20
C -2.676 -2.099 -0.707 -0.13
C -4.044 -2.330 -0.573 -0.21
F -4.523 -3.574 -0.311 0.04
C -5.001 -1.340 -0.671 0.05
C -1.649 -3.178 -0.588 -0.20
C -1.924 -4.550 -0.596 0.00
C -0.880 -5.449 -0.472 -0.07
C 0.422 -4.988 -0.353 -0.06
C 0.616 -3.618 -0.379 -0.13
N -0.387 -2.756 -0.490 0.03
H -2.918 1.276 -1.213 0.09
H -6.049 -1.569 -0.547 0.13
H -2.933 -4.912 -0.698 0.10
H -1.087 -6.512 -0.468 0.10
H 1.259 -5.663 -0.248 0.10
H 1.608 -3.183 -0.312 0.09
Cl 1.906 -0.591 4.552 0.59
C 0.362 -0.991 3.908 -1.35
Cl -0.269 -2.529 4.387 0.57
Cl -1.188 0.640 5.116 -0.19
C 0.089 -0.634 2.583 -0.36
N -0.226 -0.292 1.523 0.15
```

=====

Version 2
# C21H18BCl3F2N6S2Tl

C21H18BCl3F2N6S2Tl as an isolated structure (wB97M-V/def2-TZVPD, the OMol25 dataset).

Output
frontier orbital gap = 5.79 eV
charge = -1
HOMO = -3.873 eV

Geometry as XYZ:
```
54
Properties=species:S:1:pos:R:3:nbo_charge:R:1
Tl -0.175 -0.654 -1.650 0.61
C -1.755 2.574 1.459 -0.40
N -0.310 2.547 1.508 -0.38
C 0.466 2.699 2.640 -0.11
C 1.748 2.697 2.217 -0.05
N 1.764 2.539 0.849 -0.50
B 3.144 2.700 0.081 0.20
N 3.122 1.982 -1.285 -0.53
C 2.891 2.603 -2.493 -0.02
C 2.950 1.682 -3.471 -0.11
N 3.224 0.474 -2.851 -0.38
C 3.367 -0.804 -3.504 -0.40
C 3.346 0.662 -1.510 0.30
S 3.731 -0.575 -0.412 -0.41
C 0.497 2.478 0.409 0.29
S -0.121 2.380 -1.183 -0.39
H -2.138 2.396 2.463 0.20
H -2.114 1.804 0.781 0.25
H -2.108 3.538 1.089 0.20
H 0.037 2.760 3.624 0.21
H 2.666 2.757 2.775 0.22
H 4.000 2.214 0.781 -0.04
H 3.314 3.893 -0.107 -0.07
H 2.666 3.653 -2.541 0.23
H 2.799 1.759 -4.533 0.21
H 3.503 -0.634 -4.571 0.19
H 2.484 -1.422 -3.333 0.22
H 4.230 -1.325 -3.091 0.23
F -5.901 -0.652 -2.154 -0.35
C -4.866 -0.697 -1.274 0.41
C -3.566 -0.697 -1.733 -0.36
C -2.496 -0.722 -0.839 -0.33
C -2.770 -0.766 0.545 -0.30
C -4.104 -0.781 0.945 0.49
F -4.463 -0.825 2.264 -0.36
C -5.170 -0.741 0.069 -0.42
C -1.621 -0.753 1.509 0.30
C -1.745 -0.871 2.897 -0.29
C -0.612 -0.822 3.692 -0.18
C 0.630 -0.655 3.106 -0.27
C 0.679 -0.555 1.726 0.06
N -0.407 -0.604 0.960 -0.51
H -3.400 -0.671 -2.807 0.21
H -6.188 -0.744 0.430 0.23
H -2.710 -1.004 3.352 0.23
H -0.709 -0.909 4.768 0.20
H 1.539 -0.589 3.688 0.22
H 1.622 -0.416 1.203 0.24
Cl 0.897 -6.626 0.071 0.07
C -0.139 -5.884 -1.157 -0.20
Cl -1.771 -6.566 -1.064 0.07
Cl 0.541 -6.084 -2.761 0.09
C -0.225 -4.437 -0.877 0.21
N -0.275 -3.306 -0.700 -0.21
```

=====

Which of them is least stable? Easy: version 1.

=====

Version 1
# C8H8S

A single C8H8S molecule (wB97M-V/def2-TZVPD, the OMol25 dataset).

Output
structure (SMILES) = S[C@@H]1Cc2ccccc21
frontier orbital gap = 9.72 eV
charge = 0
HOMO = -8.881 eV

Geometry as XYZ:
```
17
Properties=species:S:1:pos:R:3:nbo_charge:R:1
C -1.482 1.765 0.614 -0.19
C -0.896 1.169 1.753 -0.21
C -1.396 1.112 -0.636 -0.23
C -0.083 0.072 1.718 -0.21
C -0.567 0.026 -0.655 0.02
C 0.047 -0.573 0.500 -0.04
C 0.345 -0.833 -1.662 -0.41
C 0.970 -1.409 -0.337 -0.34
S 2.690 -0.924 -0.159 -0.02
H -1.993 2.626 0.798 0.21
H -1.171 1.747 2.720 0.21
H -2.012 1.597 -1.468 0.23
H 0.386 -0.328 2.610 0.22
H -0.046 -1.632 -2.267 0.21
H 1.105 -0.242 -2.136 0.22
H 0.931 -2.465 -0.314 0.22
H 3.172 -1.708 -1.080 0.11
```

=====

Version 2
# C8H8S

A single C8H8S molecule (wB97M-V/def2-TZVPD, the OMol25 dataset).

Output
frontier orbital gap (spin up / spin down) = 6.90 / 6.80 eV
charge = 0
HOMO (spin up / spin down) = -7.002 / -7.145 eV

Geometry as XYZ:
```
17
Properties=species:S:1:pos:R:3:nbo_charge:R:1
C -0.733 2.048 -1.353 -0.22
C 0.588 2.299 -1.062 -0.34
C -1.066 0.693 -1.341 -0.18
C 1.985 -0.119 0.426 -0.35
C 0.656 -0.419 0.229 -0.01
C 1.521 1.491 -1.436 -0.12
C -0.245 -0.284 -0.880 -0.25
C 0.169 -1.470 1.274 -0.63
S 2.956 0.918 -0.732 0.33
H -1.380 2.788 -1.491 0.20
H 0.779 3.314 -0.672 0.25
H -1.960 0.576 -1.943 0.22
H 2.337 -0.098 1.434 0.23
H -0.389 -1.259 -1.383 0.22
H -0.882 -1.489 1.603 0.22
H 0.631 -1.094 2.186 0.21
H 0.566 -2.418 1.048 0.22
```

=====

Which of them is least stable? Easy: version 2.

=====

Version 1
# C3H15NO4

A 4-piece molecular cluster, C3H15NO4 overall (wB97M-V/def2-TZVPD, the OMol25 dataset).

Output
spin multiplicity = 2
frontier orbital gap (spin up / spin down) = 2.32 / 9.80 eV
charge = -1
HOMO (spin up / spin down) = 1.073 / -6.267 eV

Geometry as XYZ:
```
23
Properties=species:S:1:pos:R:3:nbo_charge:R:1
C -0.189 0.672 0.957 -0.39
C 0.556 -0.286 0.110 -0.14
C 1.143 -1.437 0.854 -0.72
O 1.564 0.285 -0.727 -0.84
N -0.540 1.956 0.218 -0.90
H -1.152 0.111 1.329 0.20
H 0.025 0.960 2.036 0.20
H 0.010 -0.791 -0.839 0.19
H 2.080 -1.303 1.594 0.19
H 0.311 -1.709 1.538 0.21
H 1.509 -2.132 0.079 0.21
H 2.364 0.535 -0.143 0.44
H 0.151 1.822 -0.448 0.37
H -0.257 2.838 0.713 0.35
H -3.123 -1.453 2.781 0.43
H -3.712 -1.411 1.358 0.45
O -2.943 -1.830 1.932 -1.00
H 2.911 0.123 -3.156 0.45
H 3.456 -1.192 -2.508 0.44
O 3.680 -0.286 -2.742 -1.07
H -2.503 1.219 -2.346 0.44
H -2.348 1.886 -1.035 0.49
O -2.992 1.422 -1.557 -0.99
```

=====

Version 2
# C3H15NO4

A 5-piece molecular cluster, C3H15NO4 overall (wB97M-V/def2-TZVPD, the OMol25 dataset).

Output
spin multiplicity = 2
frontier orbital gap (spin up / spin down) = 2.42 / 8.34 eV
charge = -1
HOMO (spin up / spin down) = 0.776 / -5.255 eV

Geometry as XYZ:
```
23
Properties=species:S:1:pos:R:3:nbo_charge:R:1
C -1.487 0.763 -1.993 -0.63
C -1.754 1.352 -0.778 0.01
N -0.682 1.408 0.204 -0.61
C -1.138 1.286 1.596 -0.42
H -0.610 0.388 -2.365 0.18
H -2.179 0.851 -2.716 0.18
H -2.713 1.974 -0.536 0.19
H -0.005 0.759 0.023 0.39
H -0.229 1.407 2.146 0.22
H -1.845 2.024 1.751 0.17
H -1.586 0.340 1.791 0.16
H 0.325 -4.346 0.392 0.45
H 0.103 -2.799 0.381 0.51
O 0.757 -3.522 0.659 -0.98
H -0.816 -1.460 -1.497 0.50
H -2.048 -1.950 -0.649 0.48
O -1.111 -2.169 -0.896 -0.98
H 2.021 0.601 0.681 0.50
H 2.115 -0.913 1.096 0.47
O 1.575 -0.118 1.139 -1.04
H 2.711 1.990 -1.091 0.31
H 2.976 2.734 0.178 0.36
O 2.883 1.826 -0.147 -1.41
```

=====

Which of them is least stable? Easy: version 1.

=====

Version 1
# C2H6O3

A 2-piece molecular cluster, C2H6O3 overall (wB97M-V/def2-TZVPD, the OMol25 dataset).

Output
frontier orbital gap (spin up / spin down) = 9.25 / 9.25 eV
charge = 0
HOMO (spin up / spin down) = -9.238 / -9.236 eV

Geometry as XYZ:
```
11
Properties=species:S:1:pos:R:3:nbo_charge:R:1
C 0.167 1.612 0.968 -0.72
C -0.772 0.653 0.294 0.36
O -0.755 -1.089 -1.799 -1.00
O -2.222 -1.000 0.248 -0.50
O -1.417 -0.221 0.943 -0.08
H 1.129 1.109 1.063 0.25
H 0.400 2.562 0.443 0.25
H -0.206 1.784 2.028 0.25
H -0.804 0.575 -0.767 0.22
H -0.559 -1.996 -2.191 0.47
H -1.606 -1.311 -1.326 0.50
```

=====

Version 2
# C2H6O3

A 2-piece molecular cluster, C2H6O3 overall (wB97M-V/def2-TZVPD, the OMol25 dataset).

Output
structure (SMILES) = CC(=O)O.O
frontier orbital gap = 11.19 eV
charge = 0
HOMO = -10.569 eV

Geometry as XYZ:
```
11
Properties=species:S:1:pos:R:3:nbo_charge:R:1
O -1.502 0.137 -0.791 -0.60
C -0.679 0.681 -1.512 0.77
O -0.013 1.745 -1.011 -0.67
C 0.014 -0.104 -2.569 -0.72
H -0.501 1.902 -0.166 0.50
H 0.917 0.355 -2.971 0.23
H 0.309 -1.093 -2.231 0.25
H -0.685 -0.254 -3.397 0.24
H 2.379 -1.704 5.147 0.47
H 1.710 -2.476 4.036 0.47
O 1.523 -1.973 4.823 -0.93
```

=====

Which of them is least stable? Easy: version 1.

=====

Version 1
# H2NO3S

An isolated ion of composition H2NO3S and charge -1 (wB97M-V/def2-TZVPD, the OMol25 dataset).

Output
structure (SMILES) = NS(=O)(=O)[O-]
frontier orbital gap = 8.48 eV
charge = -1
HOMO = -4.381 eV

Geometry as XYZ:
```
7
Properties=species:S:1:pos:R:3:nbo_charge:R:1
N 0.582 -0.962 0.224 -1.04
O -1.497 -0.018 -0.955 -1.00
O -0.372 1.334 1.137 -1.05
O 0.589 1.026 -1.503 -0.98
S -0.219 0.392 -0.455 2.31
H 1.165 -0.445 0.833 0.39
H -0.249 -1.326 0.719 0.38
```

=====

Version 2
# H2NO3S

H2NO3S as an isolated structure (wB97M-V/def2-TZVPD, the OMol25 dataset).

Output
frontier orbital gap = 9.31 eV
charge = -1
HOMO = -5.049 eV

Geometry as XYZ:
```
7
Properties=species:S:1:pos:R:3:nbo_charge:R:1
N 0.123 -1.184 -0.856 -1.05
O -0.520 0.059 1.807 -0.98
O 1.537 0.844 0.778 -0.99
O -0.572 1.563 -0.095 -1.00
S 0.138 0.536 0.611 2.40
H -0.768 -1.170 -0.525 0.31
H 0.061 -0.648 -1.720 0.32
```

=====

Which of them is least stable? Easy: version 1.

=====

Version 1
# C7H10N2O2S

A single C7H10N2O2S molecule (wB97M-V/def2-TZVPD, the OMol25 dataset).

Output
structure (SMILES) = CC[C@H](S)Oc1nccc(=O)[nH]1
frontier orbital gap = 9.67 eV
charge = 0
HOMO = -9.163 eV

Geometry as XYZ:
```
22
Properties=species:S:1:pos:R:3:nbo_charge:R:1
C -3.679 0.528 -0.865 -0.38
C -2.511 1.045 -1.340 0.07
C -3.579 -0.260 0.340 0.62
C -1.140 -0.195 -0.089 0.76
C 3.739 0.324 0.434 -0.59
C 2.219 0.416 0.436 -0.39
C 1.380 -0.882 0.470 -0.03
N -2.244 -0.500 0.722 -0.62
N -1.270 0.532 -1.150 -0.55
O -4.507 -0.613 1.031 -0.61
O -0.065 -0.759 0.609 -0.54
S 1.638 -1.871 -0.996 -0.01
H -4.738 0.746 -0.966 0.25
H -2.357 1.809 -2.099 0.21
H 4.113 1.256 0.456 0.22
H 4.003 -0.190 -0.565 0.21
H 3.915 -0.397 1.292 0.20
H 1.952 0.957 -0.369 0.20
H 1.879 1.055 1.435 0.19
H 1.740 -1.296 1.436 0.23
H -2.167 -0.825 1.676 0.43
H 1.680 -0.879 -1.900 0.13
```

=====

Version 2
# C7H10N2O2S

C7H10N2O2S as an isolated structure (wB97M-V/def2-TZVPD, the OMol25 dataset).

Output
frontier orbital gap = 9.57 eV
charge = 0
HOMO = -9.057 eV

Geometry as XYZ:
```
22
Properties=species:S:1:pos:R:3:nbo_charge:R:1
C -2.327 1.973 -0.654 -0.25
C -1.566 0.871 -0.956 -0.35
C -1.777 2.763 0.293 -0.42
C -0.478 0.793 -0.221 -0.19
C 1.692 -0.757 -1.381 0.73
C 0.206 -1.994 0.452 -0.22
C 0.961 -0.613 -0.084 0.13
N 1.821 -0.036 0.961 -0.87
N -0.586 -1.714 1.647 -0.83
O 1.047 -0.993 -2.369 -0.55
O 2.998 -0.619 -1.373 -0.66
S -0.348 2.046 0.969 0.38
H -3.147 2.159 -1.327 0.23
H -1.760 0.046 -1.694 0.25
H -2.052 3.847 0.370 0.25
H -0.442 -2.407 -0.376 0.19
H 1.050 -2.667 0.664 0.20
H 3.429 -0.336 -0.535 0.51
H 2.314 0.766 0.560 0.36
H 1.288 0.245 1.829 0.40
H -1.170 -0.943 1.417 0.36
H -1.153 -2.431 1.808 0.35
```

=====

Which of them is least stable? Easy: version 2.